Molecular formula: C32H71I2N25O9PS2
Method: DFT, ωB97M-V/def2-TZVPD

Each line ends with the Mulliken charge.
Atoms and positions in Å:
C (4.7096, -3.0812, 3.6407)  -0.648
C (3.9516, -4.2695, 2.8239)  -0.685
P (2.6649, -3.5994, 1.5669)  0.067
C (2.9011, -4.4527, -0.1378)  0.859
C (4.4873, -4.6668, -0.4820)  -1.116
C (3.0197, -1.7540, 1.3947)  0.137
C (3.8920, -1.2176, 0.2313)  0.199
C (4.1662, 0.3327, 0.0804)  -0.004
C (5.0408, 0.7598, -1.1927)  -0.954
C (4.2765, 0.1069, -2.4760)  -0.592
C (2.7497, 0.5746, -2.5933)  -0.214
S (1.8719, -0.3716, -3.9707)  -0.214
C (1.3229, -2.0142, -3.3323)  0.174
S (2.3150, -3.3568, -3.6268)  -0.112
N (0.0752, -2.2719, -2.6087)  0.273
C (-0.2018, -3.4133, -1.7172)  0.008
C (-1.6418, -3.3832, -1.1591)  -0.426
N (-2.2210, -2.1530, -1.7520)  -0.543
C (-1.1971, -1.5612, -2.5817)  -0.145
C (3.5782, 1.2799, 1.1497)  0.792
C (3.8657, 2.8735, 1.0764)  -0.588
C (4.9779, 3.3258, 2.1682)  -0.101
N (4.6884, 4.3650, 2.9452)  -0.593
N (2.7474, 0.7498, 2.2493)  1.333
C (2.2010, 1.7370, 3.2392)  -1.266
I (3.2797, 1.7951, 5.1602)  0.105
C (1.0823, 2.5748, 2.9641)  0.461
C (0.5343, 3.5776, 4.0898)  -1.222
I (0.0618, 2.5487, 1.0387)  0.066
C (2.4398, -0.6733, 2.3904)  -0.200
C (1.4844, -1.2331, 3.5754)  -1.315
C (-0.0507, -1.2996, 2.9970)  0.564
N (-0.1098, -1.4216, 1.5111)  0.144
N (-0.7619, -2.5125, 3.5476)  -0.771
N (-0.7025, -0.0242, 3.4394)  -0.206
H (5.4104, -3.5319, 4.4409)  0.387
H (3.9130, -2.3987, 4.1218)  0.093
H (5.2861, -2.4048, 2.9066)  0.172
H (4.7204, -4.9534, 2.2989)  0.434
H (3.3557, -4.9533, 3.5307)  0.393
H (2.5037, -3.7582, -0.9592)  -1.142
H (2.3980, -5.4764, -0.1214)  0.598
H (5.1348, -4.1292, 0.3100)  0.301
H (4.7428, -4.1344, -1.4800)  0.252
H (4.7779, -5.7618, -0.6137)  0.255
H (4.3129, -1.9391, -0.5419)  -0.062
H (5.2247, 1.8796, -1.2972)  0.279
H (6.0480, 0.2100, -1.1205)  0.328
H (4.4245, -1.0313, -2.4520)  0.209
H (4.8385, 0.4935, -3.4034)  0.477
H (2.1169, 0.3993, -1.6589)  -0.038
H (2.6805, 1.7010, -2.8468)  0.395
H (0.4713, -4.2822, -1.4244)  0.421
H (-2.1234, -4.1521, -0.4719)  0.112
H (-1.4382, -0.5951, -3.1589)  0.328
H (4.2724, 3.1763, 0.0358)  0.449
H (2.8945, 3.4801, 1.2107)  0.139
H (5.9918, 2.7560, 2.2672)  0.325
H (5.4682, 4.5461, 3.5985)  0.298
H (-0.5674, 3.8865, 3.9187)  0.311
H (0.5827, 3.1143, 5.1385)  0.359
H (1.2067, 4.5198, 4.1357)  0.307
H (1.7674, -2.3100, 3.8754)  0.381
H (1.4777, -0.5395, 4.4881)  0.240
H (-0.7905, -2.1222, 1.1914)  0.012
H (-0.2129, -0.5164, 1.0338)  0.036
H (-0.3598, -3.3714, 3.1111)  0.410
H (-1.7393, -2.5040, 3.1854)  -0.189
H (-1.2232, 0.4283, 2.6750)  0.044
H (-1.4244, -0.2124, 4.1660)  0.322
C (8.8596, 1.4897, 1.8700)  0.554
O (7.6522, 1.4169, 1.6743)  -0.585
N (9.4583, 0.9378, 2.9517)  -0.389
N (9.6996, 2.1283, 1.0215)  -0.376
H (10.4451, 0.9861, 3.1304)  0.167
H (8.8661, 0.4534, 3.6069)  0.218
H (9.2917, 2.5524, 0.2041)  0.215
H (10.6910, 2.1992, 1.1637)  0.166
C (-0.9591, 1.9947, -7.4158)  0.795
O (-1.2062, 2.3262, -8.5701)  -0.808
N (-0.1029, 0.9919, -7.1096)  -0.206
N (-1.5201, 2.6018, -6.3471)  -0.217
H (0.1118, 0.7070, -6.1719)  0.047
H (0.3376, 0.5132, -7.8790)  0.210
H (-2.1675, 3.3592, -6.5334)  0.261
H (-1.3309, 2.3456, -5.3952)  0.055
C (-2.5401, 5.6926, -4.7088)  0.634
O (-2.6872, 4.9286, -5.6519)  -0.747
N (-3.5416, 5.9894, -3.8467)  -0.411
N (-1.3624, 6.3080, -4.4455)  -0.392
H (-3.4419, 6.6138, -3.0671)  0.162
H (-4.4338, 5.5505, -4.0107)  0.232
H (-0.5927, 6.1119, -5.0662)  0.229
H (-1.2205, 6.9386, -3.6775)  0.164
C (-5.6257, 1.7572, -7.4545)  0.541
O (-6.8365, 1.7050, -7.6091)  -0.670
N (-5.0006, 1.2126, -6.3833)  -0.285
N (-4.7998, 2.3633, -8.3377)  -0.304
H (-4.0069, 1.2461, -6.2392)  0.188
H (-5.5786, 0.7508, -5.7002)  0.183
H (-5.2237, 2.7823, -9.1492)  0.166
H (-3.8015, 2.4158, -8.2272)  0.173
C (2.3091, 3.7446, -8.7161)  0.639
O (2.4128, 3.7829, -7.4956)  -0.675
N (3.3663, 3.9363, -9.5454)  -0.392
N (1.1334, 3.5078, -9.3419)  -0.223
H (3.3035, 3.9092, -10.5468)  0.158
H (4.2597, 4.1154, -9.1166)  0.232
H (0.3194, 3.3593, -8.7566)  0.102
H (1.0282, 3.4724, -10.3395)  0.174
C (-3.3057, -4.8568, 2.3495)  0.583
O (-2.7779, -3.9389, 1.7248)  -0.417
N (-3.4626, -6.0990, 1.8319)  -0.434
N (-3.7745, -4.7026, 3.6068)  -0.284
H (-3.8910, -6.8603, 2.3264)  0.159
H (-3.1255, -6.2530, 0.8956)  0.199
H (-3.6740, -3.7920, 4.0259)  0.215
H (-4.2108, -5.4352, 4.1375)  0.167
C (-4.6131, -0.0969, 3.2482)  0.723
O (-5.1311, -0.6340, 4.2206)  -0.738
N (-3.8602, -0.7800, 2.3547)  -0.173
N (-4.7501, 1.2244, 2.9850)  -0.367
H (-3.4264, -0.3621, 1.5512)  0.126
H (-3.7369, -1.7675, 2.5189)  -0.025
H (-5.3056, 1.7664, 3.6288)  0.210
H (-4.3349, 1.6827, 2.1945)  0.139
C (-6.2944, -4.2532, 6.1989)  0.695
O (-5.0979, -4.4512, 6.0310)  -0.698
N (-7.0202, -4.9126, 7.1340)  -0.428
N (-6.9951, -3.3570, 5.4642)  -0.324
H (-8.0012, -4.7647, 7.2874)  0.155
H (-6.5332, -5.5877, 7.7012)  0.231
H (-6.4883, -2.8447, 4.7577)  0.167
H (-7.9758, -3.1792, 5.5855)  0.182
C (-8.2845, 1.5894, 5.4759)  0.670
O (-8.5366, 1.8972, 4.3198)  -0.652
N (-7.4462, 0.5743, 5.7950)  -0.257
N (-8.8221, 2.2383, 6.5392)  -0.390
H (-7.2255, 0.3059, 6.7368)  0.150
H (-7.0253, 0.0668, 5.0294)  0.135
H (-9.4510, 2.9999, 6.3420)  0.230
H (-8.6283, 2.0016, 7.4951)  0.161

Computed properties:
Spin multiplicity   1
LUMO   -3.67 eV
Kohn-Sham gap   6.680 eV
Net charge   +1

=====

Molecular formula: C32H72N8O16
Method: DFT, ωB97M-V/def2-TZVPD

Each line ends with the Mulliken charge.
Atoms and positions in Å:
C (4.5247, 1.9456, 1.3887)  -0.459
C (5.0494, 3.3482, 1.3510)  -0.412
O (5.8588, 3.5898, 0.1803)  -0.300
C (5.9241, 4.8528, -0.2465)  0.764
C (6.7661, 5.0619, -1.4900)  -0.854
O (5.3629, 5.7896, 0.3181)  -0.595
H (5.3282, 1.2907, 1.0651)  0.372
H (3.6596, 1.7736, 0.6657)  -0.006
H (4.1691, 1.6342, 2.4231)  0.237
H (4.2177, 4.0565, 1.3159)  0.171
H (5.5607, 3.5328, 2.3079)  0.322
H (6.1143, 4.8421, -2.3744)  0.163
H (7.5846, 4.3152, -1.4595)  0.287
H (7.1765, 6.0589, -1.4869)  0.307
C (-4.5524, -0.2980, -0.3196)  -0.428
C (-5.3945, 0.9659, -0.1725)  -0.492
O (-5.6356, 1.4593, 1.1197)  -0.381
C (-4.6884, 2.2656, 1.6068)  0.756
C (-5.0959, 2.7745, 2.9998)  -1.195
O (-3.6204, 2.4850, 1.0848)  -0.479
H (-4.8101, -0.7442, -1.3167)  0.443
H (-4.7326, -1.0589, 0.4685)  0.076
H (-3.4706, -0.1262, -0.3651)  -0.043
H (-5.0212, 1.7553, -0.8838)  0.276
H (-6.3659, 0.7375, -0.5984)  0.467
H (-4.4036, 3.5325, 3.3760)  0.275
H (-5.0787, 1.9492, 3.7357)  0.260
H (-6.0856, 3.1537, 2.7897)  0.423
C (-0.0669, -0.3434, 6.9546)  -1.122
C (-1.4047, -0.6561, 6.3273)  -0.291
O (-1.4335, -0.2526, 4.9598)  -0.113
C (-2.4900, -0.6932, 4.1840)  0.324
C (-2.3006, -0.1378, 2.8133)  0.182
O (-3.3466, -1.4574, 4.6237)  -0.638
H (-0.0595, -0.4054, 8.0489)  0.386
H (0.2757, 0.6943, 6.8098)  0.297
H (0.7815, -0.9910, 6.6298)  0.203
H (-1.5919, -1.7255, 6.4229)  0.297
H (-2.1763, -0.1218, 6.8828)  0.361
H (-3.1552, -0.4056, 2.2268)  -0.272
H (-1.3524, -0.5048, 2.3479)  -0.316
H (-2.2711, 0.9495, 2.7793)  0.521
C (-3.8411, -3.5813, 2.0328)  -0.886
C (-4.0121, -4.0238, 0.6153)  0.191
O (-5.3549, -4.5459, 0.3687)  -0.355
C (-5.5273, -5.0602, -0.8653)  0.686
C (-6.9011, -5.5626, -1.0854)  -1.072
O (-4.7038, -5.0423, -1.7451)  -0.527
H (-3.0682, -2.8110, 2.1179)  -0.151
H (-3.6310, -4.3562, 2.7783)  0.495
H (-4.7295, -3.0572, 2.4084)  0.344
H (-3.7764, -3.2736, -0.1414)  0.077
H (-3.2525, -4.7625, 0.2925)  0.329
H (-7.0548, -5.7026, -2.1663)  0.324
H (-7.5947, -4.8082, -0.6171)  0.296
H (-7.1024, -6.5436, -0.6451)  0.287
C (-0.5645, -1.0808, -5.6458)  -1.122
C (-0.6537, 0.0346, -4.6106)  0.711
N (-1.3123, -0.2080, -3.4631)  0.065
O (-0.0506, 1.0584, -4.7482)  -0.771
H (-0.9354, -0.6803, -6.5819)  0.334
H (-0.9308, -2.0434, -5.3951)  0.316
H (0.5546, -1.1722, -5.7505)  0.285
H (-1.2502, 0.4382, -2.7229)  -0.055
H (-1.3864, -1.1739, -3.1367)  0.201
C (1.0223, 5.2321, 0.5832)  -1.671
C (1.1287, 3.7020, 0.5129)  0.373
N (0.7723, 3.0415, 1.6280)  0.016
O (1.4210, 3.1385, -0.5200)  -0.025
H (1.7152, 5.7963, 1.2016)  0.363
H (0.0491, 5.4090, 1.0122)  0.486
H (1.0797, 5.5866, -0.4347)  0.270
H (0.3809, 3.4465, 2.4639)  0.201
H (0.7969, 2.0741, 1.4153)  -0.111
C (-1.2850, 3.5204, -3.4541)  -0.650
C (-2.2970, 2.9371, -2.3825)  0.812
N (-1.7367, 2.3151, -1.3199)  0.540
O (-3.5258, 3.0699, -2.4847)  -0.703
H (-0.6454, 4.2359, -2.9378)  0.205
H (-1.9651, 4.0957, -4.1052)  0.339
H (-0.7715, 2.7458, -3.9820)  0.011
H (-0.7500, 2.2370, -1.2027)  -0.218
H (-2.3013, 1.9158, -0.5763)  -0.220
C (5.4502, -1.3529, -2.2004)  -0.996
C (4.3109, -1.8756, -1.3770)  0.671
N (4.6118, -2.1399, -0.0640)  -0.172
O (3.1883, -2.1327, -1.7838)  -0.724
H (5.6627, -2.2214, -2.8114)  0.288
H (6.3062, -1.0020, -1.6071)  0.372
H (5.2244, -0.4328, -2.7794)  0.167
H (3.9215, -2.6057, 0.5002)  0.150
H (5.3906, -1.8475, 0.4406)  0.187
C (-1.4608, -5.0348, -2.4442)  -0.972
C (-0.5634, -3.8357, -2.2764)  0.809
N (0.7636, -4.0707, -2.3082)  -0.169
O (-1.0101, -2.6815, -2.1921)  -0.850
H (-2.3531, -4.8995, -1.8567)  0.004
H (-1.0652, -6.0076, -2.1668)  0.443
H (-1.8280, -5.0192, -3.4746)  0.299
H (1.3941, -3.3272, -2.2720)  0.225
H (1.0942, -4.9774, -2.6539)  0.219
C (2.9890, 1.5132, -4.1534)  -0.051
C (3.2811, 2.9592, -4.1034)  0.537
N (2.6106, 3.6898, -3.1545)  -0.156
O (4.1702, 3.4293, -4.7635)  -0.669
H (3.1757, 1.0048, -3.1964)  -0.217
H (3.6485, 1.0325, -4.8989)  0.387
H (2.0068, 1.2065, -4.4380)  -0.091
H (2.2087, 3.2447, -2.3478)  0.107
H (3.0182, 4.5875, -2.9799)  0.251
C (0.4547, -2.0517, 0.4486)  -0.698
C (0.7230, -0.6243, 0.4318)  0.940
N (1.4349, -0.1785, -0.6153)  0.972
O (0.3863, 0.1435, 1.3249)  -0.433
H (0.3400, -2.4321, 1.4538)  0.220
H (1.2870, -2.5721, -0.0666)  0.143
H (-0.4250, -2.3267, -0.1679)  -0.295
H (1.5186, 0.8492, -0.7473)  -0.604
H (1.7125, -0.7760, -1.3717)  0.029
C (3.0084, -1.1205, 3.3646)  -0.698
C (2.7483, -2.5430, 3.0650)  0.612
N (1.7341, -3.1063, 3.8140)  -0.362
O (3.3908, -3.1811, 2.2073)  -0.786
H (2.0912, -0.5081, 3.1573)  0.176
H (3.7196, -0.7116, 2.6715)  -0.023
H (3.4243, -0.9920, 4.3459)  0.525
H (1.4651, -4.0491, 3.5832)  0.276
H (1.0807, -2.4563, 4.2593)  0.166

Computed properties:
Spin multiplicity   1
LUMO   0.24 eV
Kohn-Sham gap   9.161 eV
Net charge   0

=====

Molecular formula: C32H75BF3N4O8P2
Method: DFT, ωB97M-V/def2-TZVPD

Each line ends with the Mulliken charge.
Atoms and positions in Å:
C (6.1692, 0.0605, -0.4284)  -0.826
C (5.4834, 0.9513, 0.6182)  -1.048
C (3.9819, 1.1964, 0.3959)  0.637
C (3.1698, 0.0332, 0.8261)  0.346
N (3.6607, -1.1878, 0.9824)  -0.248
C (2.6116, -1.9336, 1.3268)  -0.365
N (2.6614, -3.2621, 1.5614)  0.516
C (3.9278, -3.9473, 1.3328)  -1.736
C (4.0645, -4.4862, -0.1198)  0.054
O (3.0395, -4.0858, -0.9898)  -0.553
C (5.4119, -4.1261, -0.7123)  0.385
F (5.5278, -2.8079, -0.8832)  -0.088
F (5.5865, -4.6862, -1.8822)  -0.295
F (6.4001, -4.5123, 0.0810)  -0.309
P (1.2293, -4.0665, 2.0941)  0.091
C (1.5282, -4.4005, 3.8848)  -0.749
C (2.5918, -3.4756, 4.4901)  -1.169
C (1.2970, -5.6912, 1.3050)  -0.184
C (0.1505, -6.5397, 1.9034)  -1.331
N (1.4801, -1.2078, 1.4148)  0.521
B (0.0160, -1.5469, 1.7439)  0.908
O (-0.4243, -1.4319, 3.0331)  -0.693
O (-0.7745, -1.8394, 0.7015)  0.084
C (-2.0339, -2.4941, 0.9343)  -0.296
C (-2.4833, -3.2016, -0.3337)  -1.146
N (1.8543, 0.0859, 1.0680)  -0.710
P (0.5122, 1.2780, 0.9883)  -0.398
C (0.1193, 1.1834, -0.7826)  -0.950
C (1.2382, 2.9324, 1.2067)  -0.627
C (1.8165, 3.6554, -0.0209)  -1.195
H (6.4320, -0.8862, 0.0408)  0.103
H (7.1057, 0.5207, -0.7396)  0.451
H (5.5362, -0.1203, -1.2955)  0.083
H (5.5693, 0.4540, 1.5869)  0.421
H (5.9798, 1.9127, 0.7337)  0.478
H (3.7197, 2.0933, 0.9473)  0.182
H (3.7998, 1.3479, -0.6719)  -0.328
H (4.7600, -3.3031, 1.6081)  0.678
H (3.9446, -4.8001, 2.0098)  0.611
H (4.0292, -5.5752, -0.0968)  0.683
H (3.0965, -3.1319, -1.1384)  0.226
H (1.8037, -5.4410, 4.0558)  0.476
H (0.5717, -4.1858, 4.3582)  0.487
H (2.4341, -3.3939, 5.5651)  0.420
H (3.6004, -3.8477, 4.3229)  0.288
H (2.5206, -2.4596, 4.0957)  0.179
H (2.2599, -6.1920, 1.4306)  0.363
H (1.1604, -5.5575, 0.2333)  0.483
H (-0.3631, -6.0270, 2.7188)  0.375
H (-0.6051, -6.7260, 1.1437)  0.346
H (0.5190, -7.4859, 2.2872)  0.356
H (0.1813, -0.9339, 3.5925)  0.341
H (-1.8978, -3.2192, 1.7385)  0.244
H (-2.7537, -1.7429, 1.2590)  0.364
H (-3.0006, -4.1199, -0.0602)  0.313
H (-3.1186, -2.5753, -0.9534)  0.242
H (-1.5832, -3.4724, -0.8879)  0.294
H (-0.7913, 0.5899, -0.8593)  0.541
H (0.8946, 0.6662, -1.3471)  0.206
H (-0.0791, 2.1705, -1.1893)  0.207
H (0.3679, 3.4946, 1.5523)  0.403
H (1.9488, 2.9215, 2.0333)  0.757
H (2.2725, 2.9694, -0.7324)  0.159
H (1.0319, 4.1933, -0.5468)  0.287
H (2.5991, 4.3515, 0.2787)  0.389
C (-4.0951, 4.4090, 0.0431)  -1.391
C (-2.7214, 4.5535, 0.6765)  0.360
C (-2.2502, 5.9976, 0.6755)  -1.403
O (-1.7782, 3.7131, 0.0026)  0.070
H (-4.0636, 4.7378, -0.9988)  0.258
H (-4.4169, 3.3678, 0.0542)  0.336
H (-4.8361, 5.0112, 0.5698)  0.407
H (-2.7537, 4.1799, 1.7024)  0.257
H (-2.1644, 6.3693, -0.3496)  0.403
H (-1.2661, 6.0837, 1.1387)  0.288
H (-2.9394, 6.6434, 1.2195)  0.434
H (-1.7410, 3.9894, -0.9229)  0.101
C (4.4314, 0.9986, -5.2044)  -1.678
C (3.5973, 0.8439, -3.9449)  0.804
C (3.2119, -0.6101, -3.7004)  -1.028
O (2.4263, 1.6597, -3.9990)  -0.369
H (3.8607, 0.6680, -6.0761)  0.394
H (4.6988, 2.0434, -5.3578)  0.380
H (5.3468, 0.4088, -5.1508)  0.394
H (4.1643, 1.2091, -3.0850)  0.048
H (2.6065, -0.9874, -4.5282)  0.558
H (2.6164, -0.6998, -2.7880)  -0.070
H (4.0955, -1.2435, -3.6057)  0.391
H (1.8962, 1.3643, -4.7476)  0.224
C (-7.4293, -3.9692, -1.2406)  -1.409
C (-5.9826, -4.4273, -1.3295)  0.701
C (-5.7835, -5.4635, -2.4245)  -1.271
O (-5.5454, -4.9487, -0.0705)  -0.533
H (-8.0786, -4.8153, -1.0010)  0.356
H (-7.5473, -3.2250, -0.4533)  0.348
H (-7.7670, -3.5365, -2.1826)  0.366
H (-5.3393, -3.5679, -1.5248)  0.121
H (-6.3874, -6.3511, -2.2182)  0.330
H (-4.7395, -5.7742, -2.4724)  0.320
H (-6.0750, -5.0724, -3.3997)  0.370
H (-6.0959, -5.7155, 0.1229)  0.337
C (-0.7728, 2.8403, -4.8437)  -1.416
C (-1.7069, 2.0566, -3.9346)  1.121
C (-2.7116, 1.2365, -4.7265)  -1.517
O (-2.3773, 2.9396, -3.0298)  -0.337
H (-1.3430, 3.5430, -5.4566)  0.445
H (-0.0550, 3.4144, -4.2566)  0.314
H (-0.2229, 2.1759, -5.5118)  0.306
H (-1.1172, 1.3938, -3.2994)  -0.279
H (-3.3378, 1.8927, -5.3365)  0.372
H (-3.3660, 0.6808, -4.0551)  0.375
H (-2.2109, 0.5304, -5.3894)  0.379
H (-2.9113, 3.5450, -3.5571)  0.279
C (-4.8638, 6.8311, 4.5711)  -1.347
C (-3.3747, 6.7519, 4.2725)  0.926
C (-2.5508, 6.6048, 5.5423)  -1.433
O (-2.9529, 7.8998, 3.5348)  -0.524
H (-5.0774, 7.7050, 5.1919)  0.347
H (-5.4341, 6.9316, 3.6476)  0.331
H (-5.2117, 5.9433, 5.1005)  0.376
H (-3.1820, 5.9021, 3.6139)  -0.063
H (-2.6995, 7.4724, 6.1903)  0.361
H (-1.4888, 6.5456, 5.3038)  0.342
H (-2.8345, 5.7109, 6.0992)  0.364
H (-3.1117, 8.6734, 4.0868)  0.336

Computed properties:
Spin multiplicity   1
LUMO   -1.81 eV
Kohn-Sham gap   9.559 eV
Net charge   +1

=====

What is the formula in the second record?
C32H72N8O16

=====

The highest LUMO belongs to which entry?
C32H72N8O16

=====

Which value of spin multiplicity does entry 2 give?
1